Record 1
# C36H29N8O2S2Ta

A structure of composition C36H29N8O2S2Ta in a non-equilibrium geometry (the ωB97M-V functional and the def2-TZVPD basis, the Open Molecules 2025 dataset).

XYZ file:
```
78
Properties=species:S:1:pos:R:3:forces:R:3
Ta -0.729744 -0.317087 0.751900 0.6 -0.2 0.4
N -3.213380 -3.005514 -2.090283 -0.2 -0.2 0.0
C -2.279460 -2.426612 -1.339351 0.8 0.4 0.4
S -2.794038 -1.662123 0.155301 1.2 0.8 0.6
N -1.040062 -2.444240 -1.714200 -0.6 -0.9 -1.4
N -0.128426 -1.769819 -1.017030 0.0 1.4 1.9
C 1.123098 -1.997988 -1.294847 -0.6 -0.4 -0.3
C 1.509382 -3.062737 -2.244751 0.0 -0.3 -0.1
C 2.127771 -4.203655 -1.734350 -0.2 0.2 0.0
C 2.462460 -5.242727 -2.581299 0.1 -0.1 0.0
C 2.197696 -5.147762 -3.936965 0.0 0.0 0.0
C 1.586649 -4.013768 -4.447062 0.0 0.0 0.0
C 1.231194 -2.975553 -3.605206 0.1 0.1 0.1
C 2.159622 -1.199681 -0.660763 0.7 0.2 0.1
C 3.513345 -1.490527 -0.873004 -0.5 0.0 0.1
C 4.480020 -0.708233 -0.269553 -0.2 0.4 0.2
C 4.071708 0.374902 0.497273 0.0 -0.2 -0.3
C 2.713351 0.610703 0.638546 0.1 0.4 0.2
N 1.778111 -0.151360 0.089524 -1.2 -0.3 0.2
H -4.157605 -3.108719 -1.754040 0.1 0.0 -0.1
H -2.935416 -3.501817 -2.923306 0.0 0.0 0.1
H 2.312743 -4.277363 -0.673219 0.1 -0.1 0.1
H 2.932288 -6.125511 -2.178618 0.1 -0.1 0.0
H 2.469526 -5.956031 -4.595487 0.0 -0.1 -0.1
H 1.387408 -3.939772 -5.504452 0.0 0.0 -0.1
H 0.756752 -2.092511 -4.004496 -0.1 0.1 -0.1
H 3.787189 -2.326417 -1.496039 0.0 0.0 0.0
H 5.527909 -0.925121 -0.406555 0.1 0.0 0.0
H 4.787966 1.035437 0.958393 0.0 0.1 0.1
H 2.362389 1.454425 1.217256 0.0 0.0 0.0
O 2.205652 -1.562276 3.401166 -0.5 0.1 -0.3
C 1.267973 -0.954731 2.951870 1.2 0.9 1.7
O 0.481887 -1.361642 2.007929 -1.9 -0.2 -2.0
C 0.921655 0.436760 3.466476 0.3 -0.3 0.3
C 1.331726 0.862681 4.723011 0.0 0.0 -0.3
C 0.965989 2.135432 5.139146 -0.1 0.0 -0.2
C 0.238072 2.940081 4.272193 0.2 -0.2 -0.1
C -0.104795 2.438187 3.025765 -0.2 0.4 -0.1
N 0.209090 1.204939 2.641828 -0.3 -1.0 -0.9
H 1.919867 0.202106 5.341594 0.0 -0.1 0.0
H 1.242916 2.496765 6.118038 0.0 0.0 0.1
H -0.051360 3.942433 4.550048 0.0 0.0 0.0
H -0.658393 3.033311 2.311682 -0.1 0.0 0.0
C -2.643165 -1.710869 4.807202 0.0 0.2 -0.2
C -3.573544 -0.718860 5.085843 0.1 0.0 -0.1
C -3.720903 0.332786 4.203511 0.3 -0.1 -0.2
C -2.942630 0.378862 3.039948 -0.4 0.1 0.4
N -2.031552 -0.577367 2.807446 0.4 0.5 -1.5
C -1.889548 -1.590999 3.655318 0.2 -0.6 0.4
C -3.084017 1.407318 2.004312 -0.1 0.3 -0.1
C -4.081725 2.381453 2.113497 0.3 -0.2 0.0
C -4.265084 3.322808 1.119290 0.0 0.1 -0.1
C -3.473813 3.279537 -0.013232 0.0 -0.1 0.2
C -2.488210 2.309749 -0.120401 0.3 0.0 -0.5
C -2.238899 1.361309 0.869502 0.4 -0.6 0.3
H -2.512252 -2.550476 5.469120 0.1 -0.1 0.0
H -4.181654 -0.773718 5.975206 -0.1 0.0 0.1
H -4.437140 1.107503 4.420339 0.0 0.0 -0.1
H -1.147078 -2.335348 3.397679 0.0 0.0 0.0
H -4.738668 2.407638 2.968300 0.0 0.0 0.1
H -5.035713 4.070059 1.216594 -0.1 0.1 0.0
H -3.623251 3.987759 -0.814358 0.0 0.0 -0.1
H -1.911041 2.296060 -1.031144 0.0 0.0 0.0
N 1.922158 4.311660 -5.053029 -0.1 0.2 0.5
C 1.595795 3.016664 -5.080584 0.5 -0.2 -1.5
S 1.858745 2.103962 -6.431422 0.0 0.1 0.2
C 1.029327 2.390907 -3.881319 -0.5 -0.4 1.0
C 1.119639 2.940552 -2.596747 0.0 -0.2 -0.3
C 0.571597 2.256699 -1.527441 0.0 0.1 0.2
N -0.062100 1.085484 -1.636487 -0.2 -0.2 0.8
C -0.167477 0.573516 -2.865320 -0.1 -0.2 -0.1
C 0.356180 1.172085 -3.991583 0.1 0.3 0.2
H 2.299274 4.729497 -5.888604 0.0 0.0 0.0
H 1.733649 4.911226 -4.268772 -0.1 0.0 0.0
H 1.626256 3.876422 -2.409002 0.0 0.0 0.0
H 0.621743 2.680174 -0.532609 0.1 0.0 0.1
H -0.701739 -0.358279 -2.965512 -0.1 -0.1 0.0
H 0.246116 0.707361 -4.959603 0.0 0.0 0.0
```
Positions in Å, forces in eV/Å.

Results
Charge = +2
Total energy = -2830.821949 a.u.
Relative energy (zero: lowest compared OMol25 entry of this formula, charge and spin) = 40.4 kcal/mol
Gap between HOMO and LUMO = 5.8 eV
HOMO level = -12.76 eV

---

Record 2
# C36H30AsBrFN3O10PSTl

A structure of composition C36H30AsBrFN3O10PSTl (the ωB97M-V functional and the def2-TZVPD basis, the Open Molecules 2025 dataset).

XYZ file:
```
85
Properties=species:S:1:pos:R:3:forces:R:3
Tl -1.567454 -0.629244 2.210537 0.0 -0.1 0.0
C 3.875734 -1.956531 0.104786 0.0 0.0 0.0
C 3.258127 -1.432078 1.370881 -0.1 0.0 0.0
C 3.936511 -1.422229 2.582293 0.0 0.0 0.0
C 3.320919 -0.937664 3.723774 0.0 0.0 0.0
C 2.027545 -0.467523 3.582844 0.1 0.0 0.0
Br 1.125511 0.256599 5.095859 0.0 0.0 0.1
N 1.362550 -0.460299 2.463471 -0.1 0.0 -0.2
C 1.954984 -0.946817 1.376670 0.0 0.0 0.0
H 4.910483 -2.256556 0.270380 0.0 0.0 0.0
H 3.861068 -1.195526 -0.678457 0.0 0.0 0.0
H 3.331401 -2.829116 -0.260688 0.0 0.0 0.0
H 4.951874 -1.799154 2.636627 0.0 0.0 0.0
H 3.818803 -0.918939 4.682260 0.0 0.0 0.0
H 1.338802 -0.949180 0.481161 0.0 0.0 0.0
O -0.619082 -1.937384 -2.564121 0.0 0.1 0.0
As -1.884144 -1.633772 -1.300193 0.1 -0.1 0.0
O -2.655570 -3.048266 -1.042915 0.0 0.0 0.0
O -0.914964 -1.004350 -0.089359 0.1 0.1 0.0
C -2.893246 -0.331284 -2.344953 -0.1 0.0 0.1
C -2.825073 -0.492158 -3.727778 0.0 0.0 0.0
C -3.520390 0.353504 -4.577220 0.0 0.0 0.0
C -4.286633 1.383170 -4.050731 0.0 0.0 0.0
C -4.368796 1.546288 -2.678265 0.0 0.0 0.0
C -3.686284 0.689120 -1.822584 0.1 0.0 -0.1
S -3.927575 0.922211 -0.058753 -0.1 0.0 0.0
O -2.858851 1.814851 0.380038 0.0 0.0 0.0
O -5.252395 1.502685 0.061956 0.0 0.0 0.0
O -3.802109 -0.431748 0.473615 0.0 0.0 0.0
H 0.204013 -1.959783 -2.062155 0.0 0.0 0.0
H -2.210711 -1.284518 -4.133363 0.0 0.0 0.0
H -3.459473 0.207578 -5.649570 0.0 0.0 0.0
H -4.832453 2.050899 -4.707714 0.0 0.0 0.0
H -4.986218 2.318194 -2.238159 0.0 0.0 0.0
C -1.300867 6.422020 2.367554 0.0 0.0 0.0
C -2.081547 5.285100 2.513632 0.0 0.0 0.0
C -1.632105 4.061649 2.032440 0.0 0.0 0.0
C -0.398127 3.966519 1.392176 0.0 0.0 0.0
C 0.376557 5.116694 1.243997 0.0 0.0 0.0
C -0.068660 6.336659 1.730288 0.0 0.0 0.0
P 0.113641 2.306191 0.784049 0.0 0.0 -0.1
C 1.945303 2.535286 0.853589 0.0 0.0 0.0
C 2.516790 2.491984 2.127784 0.0 0.0 0.0
C 3.886909 2.588205 2.302683 0.0 0.0 0.0
C 4.720846 2.717319 1.198081 0.0 0.0 0.0
C 4.168123 2.761112 -0.072415 0.0 0.0 0.0
C 2.790550 2.675095 -0.243998 0.0 0.0 0.0
C -0.197919 2.459172 -1.012693 0.0 0.0 0.0
C -0.877688 3.525084 -1.592263 0.0 0.0 0.0
C -1.130179 3.538394 -2.957535 0.0 0.0 0.0
C -0.704974 2.489502 -3.758687 0.0 0.0 0.0
C -0.039118 1.413790 -3.187032 0.0 0.0 0.0
C 0.202722 1.396855 -1.822909 0.0 0.0 0.0
H -1.650784 7.375059 2.747013 0.0 0.0 0.0
H -3.047063 5.347678 3.000419 0.0 0.0 0.0
H -2.249795 3.175883 2.112362 0.0 0.0 0.0
H 1.337528 5.053676 0.746601 0.0 0.0 0.0
H 0.543175 7.223361 1.610910 0.0 0.0 0.0
H 1.871779 2.369412 2.991734 0.0 0.0 0.0
H 4.306055 2.541516 3.300800 0.0 0.0 0.0
H 5.794926 2.776017 1.328855 0.0 0.0 0.0
H 4.810461 2.861664 -0.939744 0.0 0.0 0.0
H 2.371686 2.710666 -1.241712 0.0 0.0 0.0
H -1.241520 4.334531 -0.973107 0.0 0.0 0.0
H -1.683123 4.362658 -3.392616 0.0 0.0 0.0
H -0.924391 2.491027 -4.819578 0.0 0.0 0.0
H 0.242377 0.559352 -3.789673 0.0 0.0 0.0
H 0.664065 0.528757 -1.367354 0.0 0.0 0.0
F -2.999479 -7.514171 -0.661123 0.0 0.0 0.0
C -1.729777 -7.140407 -0.411321 0.0 0.0 0.0
C -1.446028 -5.902200 0.023785 0.0 0.1 0.0
N -0.161013 -5.496135 0.268942 -0.1 0.1 -0.1
C 0.052032 -4.180346 0.866822 0.0 0.1 0.0
C -0.441543 -4.086027 2.330354 0.0 0.0 0.0
O -0.977247 -5.089045 2.816534 0.0 0.0 0.1
O -0.229656 -2.956637 2.847794 -0.1 0.1 -0.1
C 0.902050 -6.338255 0.097438 0.1 0.1 0.0
O 2.070307 -6.036932 0.289771 0.0 -0.1 0.0
N 0.562061 -7.601824 -0.354729 0.0 -0.1 0.0
C -0.699883 -8.121897 -0.626980 0.1 0.0 0.0
O -0.830303 -9.274261 -1.009057 0.0 0.0 0.0
H -2.214083 -5.145885 0.156018 0.1 0.0 0.0
H -0.474625 -3.429919 0.279468 0.0 -0.1 0.0
H 1.116005 -3.973491 0.844391 0.1 0.0 0.0
H 1.338610 -8.231408 -0.481913 0.0 0.0 0.0
```
Positions in Å, forces in eV/Å.

Results
Charge = -2
Total energy = -8128.452560 a.u.
Relative energy (zero: lowest compared OMol25 entry of this formula, charge and spin) = 7.6 kcal/mol
Gap between HOMO and LUMO = 7.2 eV
HOMO level = -3.38 eV

---

Record 3
# C36H30BCoN3O3P2

A structure of composition C36H30BCoN3O3P2 in a non-equilibrium geometry (the ωB97M-V functional and the def2-TZVPD basis, the Open Molecules 2025 dataset).

XYZ file:
```
76
Properties=species:S:1:pos:R:3:forces:R:3
Co 0.293369 -0.318588 -0.003460 1.2 -0.2 1.3
C -3.290732 -0.584052 -0.354345 0.6 0.7 0.9
C -2.836502 0.234155 0.898645 -1.4 -0.1 -0.2
P -1.181809 -0.147603 1.478226 0.3 -0.1 0.9
C -1.234412 -1.728881 2.391399 -0.5 -0.7 0.9
C -0.305129 -2.770512 2.143960 -0.8 1.3 -0.2
C -0.578980 -4.037728 2.591564 0.1 -0.7 0.8
C -1.775436 -4.320540 3.250257 -0.9 -1.1 1.3
C -2.598777 -3.298915 3.709836 0.3 0.7 -1.0
C -2.277772 -1.994963 3.308038 -0.1 0.7 -0.3
C -1.047262 1.175973 2.764600 0.6 0.5 -0.7
C -1.281918 2.516562 2.393550 -1.2 -0.1 1.7
C -1.351471 3.507054 3.433087 0.1 -0.7 -1.3
C -0.908737 3.195904 4.706119 0.2 -1.1 0.0
C -0.465478 1.882782 5.002509 1.1 0.9 0.1
C -0.545552 0.898173 4.038901 0.3 0.3 0.2
C -2.562966 -0.297091 -1.673679 0.6 -1.6 0.4
P -0.797194 -0.808875 -1.873990 -1.2 0.5 1.0
C 0.230854 0.653737 -1.753380 1.7 0.2 -3.1
C -0.177940 1.936503 -2.258130 0.2 -1.5 0.2
C 0.813309 2.848904 -2.422238 1.0 1.6 -1.4
C 2.159767 2.691613 -2.027389 0.7 -1.7 0.4
C 2.574774 1.460378 -1.479295 0.4 0.8 0.3
C 1.659175 0.387805 -1.467347 -2.3 1.5 0.5
C 0.152256 -0.751279 -4.811566 0.0 2.4 0.1
C 1.145510 -1.405229 -5.482025 0.7 -0.6 -0.3
C 1.245468 -1.211909 -6.878034 1.1 0.3 0.9
C 0.412110 -0.217993 -7.490687 -0.6 -0.2 0.9
C -0.493985 0.513560 -6.749800 0.4 -0.9 -1.8
C -0.660152 0.486889 -5.304167 2.4 -1.9 1.2
H -4.330299 -0.366955 -0.553458 -0.4 0.3 0.1
H -3.300336 -1.668998 -0.157177 0.4 0.3 0.1
H -3.549500 0.098105 1.750037 0.4 0.1 -0.7
H -2.808686 1.332229 0.693897 -0.2 -0.9 -0.1
H 0.617833 -2.527913 1.633222 0.0 -0.2 -0.1
H 0.199194 -4.789932 2.586703 -0.2 -0.2 -0.5
H -2.104842 -5.347793 3.583827 0.9 1.0 -0.7
H -3.515004 -3.497224 4.267216 0.4 0.0 0.0
H -2.827250 -1.125456 3.710454 0.0 -0.6 -0.4
H -1.590334 2.736639 1.369778 0.2 0.2 0.4
H -1.762871 4.507195 3.228215 0.5 -0.5 -0.1
H -0.847987 3.971358 5.444119 -0.1 0.2 0.3
H 0.181062 1.653461 5.887803 -1.1 0.4 -0.6
H -0.044683 -0.026878 4.280106 -0.4 -0.5 -0.2
H -2.646757 0.680580 -2.100327 -0.4 0.6 0.0
H -3.087063 -0.998557 -2.293344 -0.2 -0.1 -1.2
H -1.154598 1.995132 -2.790605 0.8 0.3 0.8
H 0.702677 3.691318 -3.123082 -0.6 -0.1 0.6
H 2.906076 3.452081 -2.309275 -0.6 -0.3 0.6
H 3.580743 1.304307 -0.985701 -1.1 0.3 -1.1
H 2.013772 -0.620919 -1.234888 -0.1 -0.3 -0.2
H 1.851972 -2.075179 -4.936766 -1.0 0.0 -0.7
H 2.048503 -1.783834 -7.374627 -0.7 0.6 -0.1
H 0.462868 -0.015492 -8.562573 0.0 -0.2 0.4
H -1.071958 1.180354 -7.303990 -0.9 1.3 -0.8
H -0.400001 1.489346 -4.895762 0.0 -0.4 0.0
O 2.199472 1.665430 1.736909 -2.4 -2.2 -1.2
B 1.439745 0.353946 1.508381 2.9 0.1 1.1
O 2.029660 -0.614178 2.517068 -1.5 1.4 -1.7
C 2.835364 0.101174 3.323571 0.1 3.4 -1.2
C 3.561782 -0.290909 4.390343 0.0 -0.1 2.2
C 4.261073 0.666923 5.181243 0.1 -1.3 -0.6
C 4.393338 1.933452 4.677847 1.0 1.2 0.1
C 3.799987 2.388953 3.490519 -1.5 -1.9 -1.1
C 2.894850 1.492192 2.838415 2.8 -1.1 3.0
H 3.459462 -1.288373 4.788195 0.1 -0.3 -0.2
H 4.801368 0.324780 6.090104 -0.5 0.4 -0.8
H 5.095888 2.619587 5.164938 -0.4 -0.2 0.0
H 4.117149 3.295741 2.998025 -0.3 0.3 0.2
O -0.588154 -2.463518 -1.846034 -1.0 -1.8 -0.1
N -1.151249 -3.298551 -2.888109 1.1 1.8 -1.4
C -1.230971 -2.573564 -3.980798 -0.3 0.4 3.1
C -1.439292 -3.154522 -5.236919 -0.9 -2.5 -2.7
N -1.581293 -3.741748 -6.236133 0.3 1.4 1.8
C -0.935166 -1.107047 -3.886763 0.2 1.2 -0.2
N -1.799928 -0.052577 -4.525760 -0.4 -1.5 0.3
```
Positions in Å, forces in eV/Å.

Results
Multiplicity = 4
<S²> = 3.85
Total energy = -3869.801571 a.u.
Relative energy (zero: lowest compared OMol25 entry of this formula, charge and spin) = 85.9 kcal/mol
Gap between HOMO and LUMO (alpha / beta) = 6.3 / 6.0 eV
HOMO level (alpha / beta) = -6.64 / -7.05 eV